#A
Here is the ion C5H10N3OS with charge +1 from OMol25. Energies are from ωB97M-V/def2-TZVPD.

The geometry in XYZ format:
```
20
Properties=species:S:1:pos:R:3:lowdin_charge:R:1
C 0.221 -0.483 -0.655 -0.410
C 2.643 -0.388 -0.002 -0.671
C -0.575 0.414 0.272 -0.396
C -1.638 1.225 -0.463 -0.014
C -0.057 0.967 1.505 -0.018
N -0.791 -1.085 0.064 0.021
N 1.575 -0.967 0.036 0.110
N 0.349 -0.479 -2.034 0.187
O -0.379 -1.940 1.099 -0.011
S 3.890 0.491 0.043 1.005
H -1.687 2.324 -0.610 0.098
H -2.578 0.836 0.042 0.111
H -1.773 0.826 -1.586 0.121
H 0.701 0.253 1.926 0.087
H -0.692 1.253 2.398 0.130
H 0.555 1.835 1.119 0.123
H 1.196 -1.578 0.845 0.176
H 0.221 0.349 -2.446 0.050
H -0.153 -1.156 -2.576 0.123
H -1.027 -2.698 1.022 0.175
```

The net charge is +1. The HOMO-LUMO gap is 8.68 eV.



#B
Here is the ion C5H10N3OS with charge +1 from OMol25. Energies are from ωB97M-V/def2-TZVPD.

The geometry in XYZ format:
```
20
Properties=species:S:1:pos:R:3:lowdin_charge:R:1
H -3.886 -0.911 -0.146 0.047
N -3.195 -0.684 0.487 0.217
C -2.067 -0.319 0.068 -0.379
N -1.739 -0.122 -1.367 0.078
N -0.353 -0.036 -1.503 0.056
C 0.274 0.585 -0.319 -0.189
C -0.854 0.124 0.783 -0.460
S -0.001 -1.128 1.739 0.952
C 1.612 -0.192 1.632 -0.343
C 1.616 0.129 0.084 -0.430
O 2.567 1.128 -0.280 -0.003
H -2.177 -0.529 -2.154 0.147
H -0.138 0.424 -2.351 0.179
H -0.123 -1.084 -1.709 0.243
H 0.209 1.722 -0.590 0.214
H -1.052 1.068 1.394 0.158
H 2.505 -0.850 1.999 0.129
H 1.639 0.699 2.353 0.120
H 1.860 -0.843 -0.393 0.154
H 3.304 0.819 0.273 0.109
```

The net charge is +1. The HOMO-LUMO gap is 9.51 eV.



Going by the energies, #B is most stable and the next is 46.3 kcal/mol up.